Molecular formula: C30H25AuN2OSSe
Method: DFT, ωB97M-V/def2-TZVPD

## Properties
- spin multiplicity = 1
- gap between HOMO and LUMO (eV) = 5.43
- max |F| (eV/Å) = 3.67

Each line ends with the Mulliken charge.
Element x y z (Å)
1 Au 13.10 10.45 9.59  0.27
2 Se 16.09 9.74 8.73  0.43
3 N 15.01 10.99 9.45  -0.55
4 C 15.64 12.06 10.02  1.09
5 C 15.16 13.17 10.74  -1.04
6 C 16.01 14.24 11.00  -0.27
7 C 17.41 14.14 10.69  -0.50
8 C 17.92 13.00 10.12  -0.54
9 C 17.08 11.93 9.78  0.57
10 N 17.43 10.83 9.12  -0.83
11 H 14.13 13.18 11.03  0.58
12 H 15.57 15.17 11.39  0.39
13 H 18.09 14.97 10.85  0.37
14 H 18.97 12.91 9.91  0.44
15 C 7.55 9.70 8.32  -0.88
16 C 8.47 10.81 8.36  -0.29
17 C 9.79 10.66 8.72  0.40
18 C 10.23 9.41 9.26  0.06
19 C 11.58 9.18 9.71  0.09
20 C 11.88 7.99 10.32  -0.54
21 C 10.95 6.93 10.37  -0.53
22 C 9.69 7.09 9.88  -0.89
23 C 9.28 8.31 9.33  0.88
24 C 7.98 8.48 8.80  -0.60
25 H 6.54 9.82 7.95  0.40
26 H 8.16 11.78 8.00  0.48
27 H 10.57 11.42 8.54  -0.35
28 H 12.88 7.85 10.72  0.34
29 H 11.24 5.98 10.77  0.39
30 H 9.01 6.26 9.90  0.35
31 H 7.31 7.62 8.85  0.33
32 O 11.36 13.30 9.98  -0.45
33 S 11.73 14.71 10.45  0.40
34 C 10.06 15.49 10.90  -1.04
35 C 9.36 14.66 11.92  0.65
36 C 8.22 13.91 11.54  -0.35
37 C 7.71 12.93 12.36  -0.50
38 C 8.22 12.81 13.66  -0.50
39 C 9.28 13.62 14.07  -0.50
40 C 9.87 14.55 13.22  -0.46
41 C 12.40 15.59 8.90  -0.99
42 C 11.53 15.59 7.71  0.40
43 C 11.10 14.38 7.11  -0.02
44 C 10.12 14.39 6.12  -0.71
45 C 9.60 15.63 5.68  -0.35
46 C 10.04 16.83 6.24  -0.63
47 C 11.07 16.80 7.19  -0.38
48 H 9.49 15.49 9.95  0.30
49 H 10.28 16.51 11.22  0.55
50 H 7.77 14.02 10.54  0.25
51 H 6.94 12.26 12.00  0.39
52 H 7.79 12.09 14.34  0.39
53 H 9.63 13.61 15.09  0.37
54 H 10.71 15.15 13.54  0.44
55 H 13.34 15.02 8.78  0.37
56 H 12.58 16.60 9.29  0.45
57 H 11.53 13.46 7.47  0.38
58 H 9.71 13.46 5.73  0.42
59 H 8.88 15.64 4.87  0.37
60 H 9.61 17.78 5.93  0.41
61 H 11.59 17.75 7.42  0.30